[1]
{
  "formula": "F8LiN4O16S8",
  "method": "ωB97M-V/def2-TZVPD",
  "elements": ["Li", "N", "S", "O", "O", "F", "S", "O", "O", "F", "N", "S", "O", "O", "F", "S", "O", "O", "F", "N", "S", "O", "O", "F", "S", "O", "O", "F", "N", "S", "O", "O", "F", "S", "O", "O", "F"],
  "positions_angstrom": [[-0.5359, 0.1618, -0.5016], [-2.7957, -1.3922, 0.3963], [-2.7574, -2.8947, 0.9433], [-1.8437, -3.8048, 0.2354], [-4.0096, -3.3714, 1.5578], [-1.8103, -2.5582, 2.2035], [-3.9732, -1.9326, -0.8192], [-5.3797, -1.5061, -0.6954], [-3.6441, -3.0889, -1.6111], [-3.4156, -0.7630, -1.7474], [2.8592, -1.9581, -3.5449], [4.5484, -2.1260, -3.2497], [5.0504, -3.3916, -3.7637], [5.2169, -1.6367, -2.0505], [5.0892, -1.0583, -4.3612], [2.5163, -2.7495, -2.2653], [2.0673, -1.9717, -1.0599], [2.9469, -4.1720, -2.1512], [1.0285, -2.9689, -2.8489], [-1.6538, 1.3564, 4.6930], [-0.3726, 2.0630, 3.8776], [0.0801, 1.2589, 2.7375], [0.5992, 2.9450, 4.5411], [-1.2784, 3.1902, 3.1945], [-0.8055, 0.8891, 5.8620], [-1.0152, 1.7102, 7.0583], [0.4356, 0.1414, 5.6123], [-1.7642, -0.4222, 6.0910], [0.4326, 2.2721, -2.2273], [1.6171, 3.4009, -1.6590], [1.2901, 4.3998, -0.6190], [2.4925, 3.7272, -2.7807], [2.4568, 2.3334, -0.8329], [-0.5646, 3.3605, -2.3929], [-0.2824, 4.6290, -3.0960], [-1.4461, 3.4043, -1.2487], [-1.3792, 2.5236, -3.4771]],
  "e_homo_ha": -0.127,
  "orbital_gap_ev": 9.4,
  "total_charge": -3
}



[2]
{
  "formula": "C2H9N3OS",
  "method": "ωB97M-V/def2-TZVPD",
  "elements": ["C", "C", "N", "N", "N", "O", "S", "H", "H", "H", "H", "H", "H", "H", "H", "H"],
  "positions_angstrom": [[0.2268, -0.2925, 1.5049], [1.7218, -1.2952, -0.1238], [-2.3309, 1.2004, -0.9697], [-1.2677, 0.2997, -1.0748], [1.0282, -0.1555, 0.2963], [0.0743, 2.2039, -0.1371], [0.4198, 0.9391, -0.8528], [-0.1336, 0.6263, 1.9473], [-0.6559, -0.9118, 1.1515], [0.8532, -0.8336, 2.1767], [2.2284, -1.0557, -1.0359], [2.3262, -1.7088, 0.8106], [1.1092, -2.1920, -0.4389], [-2.5531, 1.1893, 0.0259], [-1.8652, 2.0441, -1.2238], [-1.1818, -0.0576, -2.0565]],
  "e_homo_ha": -0.333,
  "orbital_gap_ev": 9.8
}



[3]
{
  "formula": "C20H48FeN5SSb",
  "method": "ωB97M-V/def2-TZVPD",
  "elements": ["Fe", "C", "C", "N", "C", "C", "N", "C", "C", "N", "H", "H", "H", "H", "H", "H", "H", "H", "H", "H", "H", "H", "H", "H", "H", "C", "C", "C", "Sb", "C", "C", "C", "C", "C", "C", "H", "H", "H", "H", "H", "H", "H", "H", "H", "H", "H", "H", "H", "H", "H", "H", "H", "H", "H", "H", "H", "C", "N", "C", "C", "S", "N", "C", "C", "H", "H", "H", "H", "H", "H", "H", "H", "H", "H", "H", "H"],
  "positions_angstrom": [[-0.7996, -0.1005, 1.2037], [-2.8532, 1.5878, 2.7781], [-1.7029, 1.2039, 3.6762], [-1.2667, -0.1614, 3.3739], [-2.1908, -1.2398, 3.7510], [-2.2246, -2.2471, 2.6333], [-2.4094, -1.5633, 1.3423], [-3.7440, -0.9474, 1.1644], [-3.6323, 0.4838, 0.6939], [-2.5495, 1.1985, 1.3809], [-3.0094, 2.6625, 2.8606], [-3.7807, 1.1046, 3.0860], [-1.9817, 1.3374, 4.7248], [-0.8543, 1.8570, 3.4668], [-0.3741, -0.3110, 3.8341], [-3.1802, -0.8241, 3.9371], [-1.8784, -1.7386, 4.6682], [-3.0019, -2.9933, 2.8167], [-1.2643, -2.7637, 2.5882], [-2.2775, -2.2564, 0.6153], [-4.2936, -1.0087, 2.1034], [-4.3291, -1.4896, 0.4217], [-4.5977, 0.9808, 0.8233], [-3.3986, 0.4913, -0.3677], [-2.3647, 2.0415, 0.8465], [-1.7829, 0.1096, -4.6579], [-2.2386, -0.6037, -3.3915], [-2.3107, -2.1201, -3.5499], [-0.9464, -0.2024, -1.6791], [0.8915, -1.2519, -2.2572], [1.4629, -0.9211, -3.6351], [1.9358, -1.0590, -1.1638], [-0.5009, 1.9433, -1.7052], [-1.7972, 2.7131, -1.9650], [0.6008, 2.3717, -2.6682], [-2.4542, -0.1690, -5.4751], [-0.7789, -0.1721, -4.9563], [-1.8233, 1.1938, -4.5616], [-3.2134, -0.2159, -3.0891], [-1.3386, -2.5418, -3.8130], [-3.0051, -2.3730, -4.3544], [-2.6653, -2.6139, -2.6424], [0.5725, -2.2982, -2.2528], [1.6506, 0.1425, -3.7670], [0.8138, -1.2623, -4.4368], [2.4163, -1.4424, -3.7636], [2.2629, -0.0156, -1.1003], [2.8173, -1.6691, -1.3837], [1.5487, -1.3553, -0.1887], [-0.1740, 2.1153, -0.6753], [-2.1352, 2.5764, -2.9928], [-1.6352, 3.7847, -1.8208], [-2.6178, 2.4091, -1.3069], [0.3304, 2.1537, -3.7026], [1.5540, 1.8897, -2.4496], [0.7569, 3.4528, -2.5951], [2.9356, -2.3567, 2.0743], [3.5188, -1.1456, 1.5017], [4.6911, -1.3989, 0.6577], [2.9682, 0.0622, 1.6357], [1.3044, 0.2155, 2.1303], [3.6921, 1.1636, 1.4297], [5.1121, 1.2621, 1.7970], [3.0597, 2.4658, 1.2151], [3.7439, -2.9769, 2.4597], [2.3952, -2.9248, 1.3140], [2.2621, -2.1105, 2.8858], [4.4757, -2.2743, 0.0449], [5.5800, -1.6157, 1.2494], [4.8824, -0.5552, 0.0028], [5.4640, 0.3474, 2.2573], [5.2156, 2.0662, 2.5264], [5.7292, 1.5021, 0.9319], [2.1364, 2.3555, 0.6553], [3.7493, 3.0850, 0.6446], [2.8465, 2.9600, 2.1649]],
  "e_homo_ha": [-0.512, -0.511],
  "orbital_gap_ev": [8.5, 8.5],
  "total_charge": 2
}